A 14-piece molecular cluster, CH27O16 overall at a distorted geometry, computed with ωB97M-V/def2-TZVPD.

Results
* E_HOMO: -6.800 eV
* ΔE to the lowest compared entry with this formula, charge and spin: 95.3 kcal/mol
* lowest unoccupied orbital energy: 1.96 eV
* E_tot: -1258.1361 Ha
* Kohn-Sham gap: 8.76 eV
* charge: -1

Each line ends with the natural charge from an NBO analysis.
Cartesian coordinates (Å):
C (0.501131, 0.153002, -0.228903)  0.978
O (0.327465, 1.228178, -0.932980)  -0.896
O (-0.568885, -0.335548, 0.469720)  -0.797
O (1.581673, -0.278542, -0.171254)  -0.749
H (-1.574947, -0.104158, 0.332948)  0.535
O (2.421594, 1.606661, -2.933401)  -1.000
H (1.895317, 2.257409, -3.371554)  0.464
H (2.027148, 1.154838, -2.096684)  0.519
O (-0.560373, -2.886916, 1.762244)  -0.984
H (-1.160499, -3.197412, 1.112725)  0.475
H (-0.129800, -2.135049, 1.377828)  0.481
O (-1.369958, 3.182144, -0.378428)  -0.973
H (-1.343626, 4.113118, -0.623995)  0.452
H (-0.603796, 2.784941, -0.770871)  0.505
O (-2.814643, 0.784915, 3.326769)  -0.975
H (-1.963075, 1.530530, 3.112898)  0.512
H (-2.415646, -0.140981, 3.206506)  0.495
O (-3.584929, 0.724214, -2.015804)  -0.984
H (-2.951044, 1.372803, -2.378685)  0.487
H (-3.497817, 0.666218, -1.063770)  0.489
O (3.288322, -2.133553, 1.637149)  -0.963
H (3.810296, -1.324724, 1.317687)  0.484
H (3.050863, -2.560415, 0.848748)  0.473
O (1.516045, -3.243547, -0.786601)  -0.967
H (1.473984, -2.232193, -0.861405)  0.489
H (0.670084, -3.514832, -1.207293)  0.467
O (-2.451610, -2.978949, 0.086850)  -0.971
H (-2.768968, -1.898104, 0.173516)  0.501
H (-2.372343, -3.104579, -0.867611)  0.475
O (3.929419, 0.628270, 0.250936)  -0.968
H (4.154323, 1.509356, 0.611230)  0.480
H (3.057923, 0.475449, 0.245059)  0.476
O (-3.475023, -0.050173, 0.709829)  -1.017
H (-3.356888, 0.166675, 1.681489)  0.524
H (-4.411155, -0.446015, 0.592041)  0.505
O (1.662734, 0.797639, 2.636782)  -0.917
H (0.923755, 1.301484, 2.809360)  0.451
H (1.590188, 0.391096, 1.875159)  0.463
O (1.923584, 3.160577, 0.010901)  -0.947
H (1.964248, 3.608724, -0.876950)  0.453
H (1.589287, 2.376608, -0.277316)  0.476
O (0.116904, -1.406366, -3.028510)  -0.926
H (0.593842, -0.738730, -2.398760)  0.485
H (-0.695105, -1.264064, -2.917600)  0.439

Cartesian forces (eV/Å) of the 3 atoms listed first:
C -5.45 6.06 -2.36
O -1.32 -1.03 0.08
O -1.62 -0.83 0.51

***

A 15-piece molecular cluster, CH28O17 overall at a distorted geometry, computed with ωB97M-V/def2-TZVPD.

Results
* E_HOMO: -3.864 eV
* ΔE to the lowest compared entry with this formula, charge and spin: 24.8 kcal/mol
* lowest unoccupied orbital energy: 4.94 eV
* E_tot: -1334.0601 Ha
* Kohn-Sham gap: 8.81 eV
* charge: -2

Each line ends with the natural charge from an NBO analysis.
Cartesian coordinates (Å):
C (-10.323509, -15.070783, -25.086049)  0.979
O (-10.318861, -16.322482, -24.512849)  -0.914
O (-9.272365, -14.303967, -24.914292)  -0.882
O (-11.447785, -14.560062, -25.371654)  -0.851
O (-11.118140, -18.748803, -23.693334)  -0.968
H (-10.967029, -17.851736, -23.967307)  0.510
H (-11.905921, -19.048955, -24.115256)  0.442
O (-6.736629, -14.988067, -24.849795)  -1.013
H (-7.697086, -14.750575, -24.837406)  0.491
H (-6.847362, -15.931379, -24.819217)  0.480
O (-9.262614, -15.791045, -22.266259)  -0.974
H (-9.590789, -15.660772, -23.146240)  0.483
H (-9.428864, -14.925322, -21.876902)  0.465
O (-12.360338, -15.057761, -22.878449)  -0.972
H (-11.897178, -15.459124, -23.629197)  0.480
H (-12.111740, -14.131036, -23.054351)  0.475
O (-6.798487, -14.020220, -22.314962)  -0.970
H (-6.923492, -14.011117, -23.243855)  0.494
H (-6.709198, -14.953434, -22.171688)  0.459
O (-8.110677, -11.921651, -24.721296)  -0.970
H (-8.193371, -11.614386, -25.618258)  0.461
H (-8.620415, -12.724549, -24.690257)  0.491
O (-12.343246, -14.975117, -27.717440)  -0.997
H (-11.872679, -14.826473, -26.897991)  0.495
H (-11.738453, -14.982921, -28.437767)  0.466
O (-11.291405, -17.652026, -26.758007)  -0.970
H (-11.767197, -18.470451, -26.488035)  0.453
H (-11.182035, -17.033188, -26.062951)  0.499
O (-13.897530, -13.504012, -25.135206)  -0.979
H (-14.241428, -13.407510, -26.042633)  0.454
H (-12.974876, -13.835876, -25.222927)  0.505
O (-8.067414, -17.201001, -25.431653)  -0.994
H (-8.893195, -16.858323, -25.063353)  0.501
H (-7.884754, -17.988649, -24.912839)  0.458
O (-10.704212, -12.578705, -23.508874)  -0.962
H (-11.068010, -11.811893, -24.001683)  0.470
H (-10.414701, -13.188757, -24.162664)  0.474
O (-13.897487, -16.806947, -25.923613)  -0.946
H (-13.715801, -17.725995, -26.140587)  0.435
H (-13.177923, -16.364234, -26.393671)  0.500
O (-10.597449, -12.269552, -26.430450)  -1.016
H (-11.447316, -11.814274, -26.560920)  0.464
H (-10.598090, -13.080903, -25.840785)  0.507
O (-8.465742, -14.722485, -27.440738)  -0.949
H (-8.636941, -15.519725, -27.897174)  0.455
H (-8.780762, -14.793691, -26.574737)  0.478

Cartesian forces (eV/Å) of the 3 atoms listed first:
C 0.12 -1.45 4.41
O 0.05 3.05 -3.15
O -1.91 -1.91 -1.17